{"formula": "CH2BrF2P", "method": "ωB97M-V/def2-TZVPD", "lumo_ev": 0.1786, "e_tot_ha": -3154.33359, "e_above_lowest_ev": 1.514, "smiles": "FC(F)=PBr.[H][H]", "species": ["C", "F", "F", "P", "Br", "H", "H"], "positions_angstrom": [[-3.959, 0.674, 0.291], [-4.369, -0.009, 1.342], [-4.005, 1.972, 0.415], [-3.308, -0.012, -1.093], [-3.591, -2.126, -0.703], [-1.991, 2.230, 1.680], [-2.604, 2.466, 1.844]]}